Record 1
Entry from the Open Molecules 2025 dataset: one molecule with the formula C29H32N6O4 (wB97M-V/def2-TZVPD).

Geometry (Å):
C1 4.112 2.980 -0.255
C2 4.808 1.817 0.442
C3 3.886 1.000 1.365
C4 3.257 1.868 2.453
C5 4.682 -0.138 2.011
N1 2.785 0.436 0.581
C6 2.932 -0.502 -0.366
O1 3.990 -0.889 -0.814
C7 1.597 -0.985 -0.983
C8 1.711 -2.323 -1.672
C9 1.047 -2.525 -2.875
C10 1.098 -3.750 -3.514
C11 1.821 -4.795 -2.952
O2 1.899 -6.018 -3.544
C12 2.482 -4.599 -1.744
C13 2.426 -3.374 -1.111
N2 0.497 -1.001 -0.011
C14 0.685 -1.538 1.217
O3 1.681 -2.134 1.554
C15 -0.432 -1.248 2.244
N3 -0.856 0.118 2.164
N4 0.040 1.102 2.006
N5 -0.537 2.221 1.857
C16 -1.884 2.029 1.901
C17 -2.956 2.909 1.753
C18 -4.218 2.372 1.816
C19 -4.431 1.001 2.028
C20 -3.391 0.114 2.178
C21 -2.109 0.644 2.105
C22 -0.763 -0.545 -0.468
C23 -1.843 -1.419 -0.510
C24 -3.092 -0.961 -0.874
C25 -3.284 0.379 -1.211
N6 -4.581 0.802 -1.499
C26 -5.053 2.082 -1.616
C27 -6.550 2.118 -1.840
O4 -4.366 3.072 -1.549
C28 -2.185 1.234 -1.248
C29 -0.936 0.771 -0.886
H1 3.240 2.629 -0.803
H2 3.794 3.737 0.457
H3 4.793 3.446 -0.964
H4 5.645 2.192 1.033
H5 5.204 1.136 -0.312
H6 4.030 2.411 2.990
H7 2.554 2.580 2.031
H8 2.717 1.242 3.160
H9 4.011 -0.792 2.563
H10 5.429 0.264 2.691
H11 5.179 -0.727 1.245
H12 1.862 0.684 0.915
H13 1.328 -0.233 -1.735
H14 0.484 -1.718 -3.323
H15 0.582 -3.894 -4.454
H16 1.425 -6.005 -4.385
H17 3.040 -5.419 -1.320
H18 2.940 -3.228 -0.175
H19 -1.292 -1.901 2.089
H20 -0.001 -1.459 3.229
H21 -2.787 3.959 1.586
H22 -5.076 3.016 1.698
H23 -5.446 0.634 2.076
H24 -3.561 -0.940 2.341
H25 -1.697 -2.458 -0.252
H26 -3.930 -1.644 -0.889
H27 -5.269 0.062 -1.523
H28 -7.067 1.672 -0.992
H29 -6.870 3.150 -1.950
H30 -6.811 1.565 -2.740
H31 -2.320 2.263 -1.531
H32 -0.097 1.451 -0.890

LUMO energy = 0.233 eV
relative energy (zero: lowest compared OMol25 entry of this formula, charge and spin) = 8.9 kJ/mol
net charge = 0
SMILES = CCC(C)(C)NC(=O)[C@@H](c1ccc(O)cc1)N(C(=O)Cn1nnc2ccccc21)c1ccc(NC(C)=O)cc1
E_tot = -47724.6813 eV

Results of the Löwdin charge analysis, in e, for atoms 1 through 4:
1 C -0.0917
2 C -0.1943
3 C -0.5371
4 C -0.0398

---

Record 2
Entry from the Open Molecules 2025 dataset: C29H32NPPdSe as an isolated structure (wB97M-V/def2-TZVPD).

Geometry (Å):
Pd1 0.774 -1.422 0.621
N1 -1.370 -2.251 1.004
C1 -1.753 -3.437 1.640
C2 -2.964 -3.492 2.320
C3 -3.377 -4.661 2.926
C4 -2.579 -5.791 2.851
C5 -1.361 -5.735 2.200
C6 -0.920 -4.564 1.588
C7 0.433 -4.528 0.999
C8 0.913 -5.681 0.372
C9 2.237 -5.807 0.008
C10 3.130 -4.788 0.297
C11 2.664 -3.613 0.872
C12 1.314 -3.448 1.185
H1 -2.045 -1.498 1.135
H2 -1.160 -2.377 0.004
H3 -3.584 -2.605 2.363
H4 -4.322 -4.691 3.451
H5 -2.899 -6.713 3.313
H6 -0.722 -6.607 2.194
H7 0.218 -6.483 0.161
H8 2.579 -6.712 -0.476
H9 4.183 -4.894 0.067
H10 3.380 -2.829 1.109
C13 4.062 -0.707 -0.774
P1 2.279 -0.259 -0.661
C14 1.848 -0.257 -2.441
C15 2.324 1.501 -0.223
C16 1.774 2.502 -1.013
C17 1.759 3.809 -0.558
C18 2.282 4.121 0.684
C19 2.792 3.119 1.493
C20 2.806 1.813 1.047
H11 4.558 -0.561 0.184
H12 4.555 -0.097 -1.531
H13 4.128 -1.759 -1.052
H14 2.485 0.441 -2.983
H15 0.804 0.026 -2.552
H16 1.978 -1.261 -2.844
H17 1.333 2.271 -1.971
H18 1.320 4.583 -1.170
H19 2.276 5.143 1.031
H20 3.161 3.358 2.477
H21 3.161 1.012 1.687
C21 -3.174 6.212 -1.816
C22 -2.596 4.888 -1.413
C23 -2.523 3.835 -2.314
C24 -2.047 2.589 -1.943
C25 -2.019 1.468 -2.937
C26 -1.629 2.389 -0.620
Se1 -1.215 0.615 -0.047
C27 -1.647 3.450 0.291
C28 -1.191 3.291 1.707
C29 -2.134 4.681 -0.122
H22 -3.519 6.187 -2.848
H23 -2.433 7.005 -1.718
H24 -4.016 6.461 -1.171
H25 -2.866 3.984 -3.328
H26 -2.366 1.796 -3.914
H27 -2.655 0.649 -2.599
H28 -1.008 1.076 -3.045
H29 -0.549 2.419 1.820
H30 -2.053 3.168 2.363
H31 -0.642 4.174 2.030
H32 -2.173 5.492 0.592

LUMO energy (spin up / spin down) = -1.163 / -1.165 eV
relative energy (zero: lowest compared OMol25 entry of this formula, charge and spin) = 115.6 kJ/mol
net charge = 0
E_tot = -110196.9790 eV

Results of the Löwdin charge analysis, in e, for atoms 1 through 4:
1 Pd 0.4972
2 N 0.0025
3 C -0.2518
4 C -0.0255

---

Record 3
Entry from the Open Molecules 2025 dataset: a 7-piece molecular cluster, C29H33Br4N5 overall (wB97M-V/def2-TZVPD).

Geometry (Å):
C1 -3.390 2.058 -4.629
C2 -3.857 1.011 -5.408
C3 -3.966 -0.237 -4.792
N1 -3.815 -0.445 -3.494
C4 -3.280 0.537 -2.753
C5 -3.169 1.819 -3.276
H1 -3.468 3.086 -4.963
H2 -4.113 1.220 -6.438
H3 -4.297 -1.082 -5.385
H4 -3.065 0.354 -1.709
H5 -2.899 2.665 -2.652
C6 -0.443 -5.039 1.650
C7 0.634 -4.910 0.795
C8 1.859 -4.550 1.321
N2 2.110 -4.330 2.623
C9 1.071 -4.500 3.440
C10 -0.225 -4.770 2.996
H6 -1.388 -5.402 1.267
H7 0.531 -5.124 -0.261
H8 2.740 -4.606 0.692
H9 1.214 -4.420 4.511
H10 -1.005 -4.982 3.717
C11 4.562 -1.849 5.341
C12 5.933 -1.611 5.177
C13 6.361 -1.184 3.927
N3 5.546 -0.972 2.878
C14 4.286 -1.326 3.058
C15 3.722 -1.749 4.273
H11 4.222 -2.143 6.329
H12 6.719 -1.884 5.866
H13 7.420 -1.062 3.724
H14 3.617 -1.231 2.207
H15 2.658 -1.913 4.343
C16 0.033 -1.331 -2.205
C17 -0.229 -2.663 -2.486
C18 -0.673 -2.925 -3.768
N4 -0.755 -2.035 -4.762
C19 -0.464 -0.761 -4.439
C20 -0.081 -0.354 -3.169
H16 0.143 -1.060 -1.159
H17 -0.136 -3.410 -1.713
H18 -1.048 -3.914 -4.021
H19 -0.628 -0.059 -5.248
H20 0.053 0.701 -2.970
C21 2.025 2.456 -0.518
C22 2.929 3.087 -1.364
C23 2.563 4.277 -1.967
N5 1.388 4.880 -1.686
C24 0.544 4.270 -0.881
C25 0.770 3.015 -0.317
H21 2.261 1.556 0.036
H22 3.944 2.719 -1.432
H23 3.265 4.896 -2.506
H24 -0.408 4.772 -0.735
H25 0.049 2.524 0.321
Br1 0.579 -0.186 3.102
C26 -1.011 -1.105 2.347
C27 -1.455 -0.239 1.205
Br2 -2.821 -1.337 0.254
H26 -1.728 -1.218 3.153
H27 -0.669 -2.098 2.069
H28 -0.680 0.093 0.525
H29 -1.929 0.639 1.642
Br3 -4.030 7.704 1.350
C28 -3.614 5.961 0.504
C29 -3.565 4.859 1.568
Br4 -2.966 3.205 0.705
H30 -2.592 6.032 0.141
H31 -4.345 5.816 -0.278
H32 -4.577 4.649 1.904
H33 -2.968 5.151 2.425

LUMO energy = 0.226 eV
relative energy (zero: lowest compared OMol25 entry of this formula, charge and spin) = 0.0 kJ/mol
net charge = 0
SMILES = c1ccncc1.c1ccncc1.c1ccncc1.c1ccncc1.c1ccncc1.BrCCBr.BrCCBr
E_tot = -318227.2213 eV

Results of the Löwdin charge analysis, in e, for atoms 1 through 4:
1 C -0.0847
2 C -0.0699
3 C -0.1653
4 N 0.0719

---

Record 4
Entry from the Open Molecules 2025 dataset: C29H33CoN8O10 as an isolated structure (wB97M-V/def2-TZVPD).

Geometry (Å):
Co1 0.483 -0.041 0.620
C1 -3.499 -2.211 1.206
C2 -2.061 -1.903 1.531
O1 -1.527 -0.864 1.163
N1 -1.408 -2.829 2.248
C3 -0.056 -2.596 2.725
C4 0.997 -2.870 1.673
C5 1.926 -3.881 1.878
C6 2.901 -4.113 0.922
C7 2.877 -3.362 -0.241
C8 1.922 -2.370 -0.370
N2 1.016 -2.111 0.570
H1 -3.958 -1.325 0.780
H2 -4.041 -2.503 2.101
H3 -3.552 -3.025 0.487
H4 -1.859 -3.696 2.497
H5 0.117 -3.219 3.604
H6 0.014 -1.540 3.012
H7 1.896 -4.462 2.787
H8 3.657 -4.864 1.083
H9 3.593 -3.533 -1.028
H10 1.877 -1.747 -1.251
C9 -4.536 -0.624 -3.208
N3 -3.543 0.012 -2.392
N4 -2.244 -0.427 -2.342
C10 -1.583 0.256 -1.347
O2 -0.355 0.070 -1.130
C11 -2.519 1.150 -0.785
C12 -3.712 0.958 -1.438
C13 -5.011 1.630 -1.208
C14 -1.665 -1.405 -3.177
C15 -0.905 -2.402 -2.575
C16 -0.251 -3.333 -3.361
C17 -0.370 -3.288 -4.741
C18 -1.143 -2.304 -5.337
C19 -1.782 -1.350 -4.563
H11 -4.227 -1.647 -3.418
H12 -4.681 -0.097 -4.153
H13 -5.487 -0.645 -2.679
H14 -2.316 1.801 0.041
H15 -4.868 2.438 -0.498
H16 -5.734 0.932 -0.787
H17 -5.417 2.034 -2.133
H18 -0.808 -2.411 -1.500
H19 0.354 -4.093 -2.890
H20 0.146 -4.008 -5.356
H21 -1.230 -2.253 -6.411
H22 -2.342 -0.556 -5.031
O3 3.032 3.853 6.386
N5 1.862 4.043 6.140
O4 1.102 4.701 6.812
C20 1.331 3.417 4.954
C21 2.139 2.562 4.211
C22 1.595 1.866 3.155
C23 0.247 2.091 2.681
O5 -0.184 1.576 1.617
C24 -0.531 2.982 3.493
C25 -0.002 3.595 4.617
N6 -1.912 3.209 3.175
O6 -2.552 3.905 3.935
O7 -2.377 2.689 2.181
N7 2.329 0.844 2.541
O8 1.658 -0.182 2.197
O9 3.543 0.911 2.397
H23 3.168 2.402 4.494
H24 -0.630 4.215 5.242
C26 4.176 2.622 -2.708
N8 3.784 1.771 -1.607
C27 4.867 1.104 -0.915
C28 2.523 1.635 -1.195
C29 1.489 2.506 -1.848
O10 2.245 0.824 -0.295
H25 5.117 2.250 -3.109
H26 4.319 3.655 -2.378
H27 3.439 2.602 -3.510
H28 5.688 1.807 -0.776
H29 5.222 0.253 -1.499
H30 4.522 0.764 0.060
H31 1.768 3.553 -1.746
H32 0.527 2.337 -1.375
H33 1.409 2.270 -2.907

multiplicity = 4
LUMO energy (spin up / spin down) = -3.515 / -3.561 eV
net charge = +1
E_tot = -100620.4583 eV

Results of the Löwdin charge analysis, in e, for atoms 1 through 4:
1 Co 0.7361
2 C 0.0345
3 C -0.4816
4 O 0.0232

---

Record 5
Entry from the Open Molecules 2025 dataset: C29H33F25HgN2O15S3 as an isolated structure (wB97M-V/def2-TZVPD).

Geometry (Å):
Hg1 2.228 -0.386 3.951
C1 2.775 -3.493 6.776
F1 1.860 -4.321 6.337
F2 2.196 -2.513 7.427
F3 3.567 -4.185 7.560
S1 3.841 -2.815 5.344
O1 4.280 -1.477 5.724
O2 4.929 -3.734 5.206
N1 2.716 -2.528 4.096
S2 2.706 -3.796 3.068
O3 2.840 -5.077 3.698
O4 1.583 -3.688 2.160
C2 4.247 -3.619 1.926
F4 5.159 -2.853 2.503
F5 4.761 -4.811 1.709
F6 3.861 -3.102 0.785
C3 0.217 -1.597 -0.524
F7 -0.101 -1.099 -1.720
F8 -0.903 -1.985 0.072
F9 1.040 -2.627 -0.733
S3 1.199 -0.264 0.427
O5 2.439 -0.087 -0.286
O6 0.305 0.919 0.400
O7 1.395 -0.740 1.801
C4 -4.740 -2.525 -3.901
C5 -3.554 -3.304 -3.334
C6 -3.542 -3.289 -1.811
F10 -3.635 -1.994 -1.367
F11 -4.570 -4.042 -1.324
F12 -3.624 -4.576 -3.806
F13 -2.383 -2.763 -3.770
O8 -4.557 -2.420 -5.294
C7 -5.696 -2.372 -6.056
C8 -5.401 -1.730 -7.399
F14 -6.355 -1.824 -8.335
F15 -5.064 -0.430 -7.170
F16 -6.080 -3.661 -6.251
F17 -6.681 -1.750 -5.389
H1 -4.724 -1.521 -3.472
H2 -5.641 -3.008 -3.518
H3 -2.626 -3.661 -1.333
H4 -4.504 -2.150 -7.861
C9 -2.798 3.556 -0.348
C10 -1.672 4.396 0.242
C11 -0.367 4.094 -0.562
F18 -0.469 4.475 -1.852
F19 0.760 4.669 -0.035
F20 -1.899 5.739 0.233
F21 -1.553 4.099 1.570
O9 -2.427 2.187 -0.424
C12 -3.017 1.423 -1.384
C13 -4.362 0.873 -0.869
F22 -5.335 1.805 -0.772
F23 -4.825 -0.113 -1.691
F24 -3.125 2.012 -2.585
F25 -2.239 0.341 -1.530
H5 -3.197 3.942 -1.286
H6 -3.654 3.651 0.331
H7 -0.223 3.010 -0.469
H8 -4.127 0.395 0.087
O10 -0.169 -0.053 4.109
C14 -1.361 0.032 3.958
O11 -2.216 -0.580 4.752
C15 -3.531 -0.518 4.224
C16 -3.389 -0.136 2.703
C17 -2.077 0.645 2.764
H9 -4.169 0.187 4.767
H10 -4.071 -1.443 4.432
H11 -4.285 0.485 2.630
H12 -3.528 -0.997 2.053
H13 -2.473 1.636 2.996
H14 -1.497 0.633 1.843
O12 1.716 1.648 3.111
C18 2.101 2.619 2.510
O13 3.168 2.479 1.673
C19 3.669 3.742 1.282
C20 3.177 4.713 2.352
C21 1.895 4.065 2.854
H15 3.245 4.019 0.309
H16 4.742 3.724 1.090
H17 3.079 5.755 2.053
H18 3.866 4.759 3.200
H19 1.001 4.400 2.321
H20 1.677 4.255 3.900
O14 4.103 -0.227 2.599
C22 5.190 0.067 2.164
O15 6.153 0.507 2.964
C23 7.390 0.685 2.218
C24 7.015 0.663 0.757
C25 5.573 0.090 0.705
H21 8.041 -0.125 2.538
H22 7.827 1.642 2.498
H23 7.816 0.139 0.234
H24 7.000 1.653 0.300
H25 5.645 -0.941 0.365
H26 4.960 0.794 0.156
C26 -2.066 0.947 -5.080
C27 -1.017 0.157 -4.300
C28 0.284 -0.206 -5.084
C29 0.880 0.868 -5.873
N2 1.303 1.736 -6.494
H27 -1.599 1.850 -5.483
H28 -2.858 1.330 -4.437
H29 -2.500 0.390 -5.909
H30 -1.464 -0.767 -3.953
H31 -0.593 0.740 -3.484
H32 0.081 -1.016 -5.796
H33 1.031 -0.704 -4.463

LUMO energy = -1.399 eV
net charge = 0
E_tot = -168915.7344 eV

Results of the Löwdin charge analysis, in e, for atoms 1 through 4:
1 Hg 1.2940
2 C -0.7079
3 F 0.1636
4 F 0.1656

---

Record 6
Entry from the Open Molecules 2025 dataset: C29H33HfN6 as an isolated structure (wB97M-V/def2-TZVPD).

Geometry (Å):
Hf1 0.000 0.000 0.000
C1 -2.847 1.130 0.171
C2 -2.396 1.128 -1.297
C3 -2.453 -0.282 -1.907
N1 -1.583 -1.103 -1.118
C4 -1.454 -2.384 -1.066
C5 -2.149 -3.221 -2.097
C6 -2.457 -4.516 -2.164
C7 -2.241 -5.525 -1.178
C8 -1.415 -5.449 -0.137
C9 -0.561 -4.371 0.273
C10 -0.519 -3.044 0.018
N2 0.268 -2.095 0.630
C11 1.175 -2.407 1.709
C12 2.625 -2.157 1.279
C13 2.933 -0.900 0.450
N3 2.061 0.250 0.623
C14 2.019 0.943 1.703
C15 2.765 0.660 2.965
C16 3.562 1.535 3.588
C17 3.861 2.861 3.110
C18 3.006 3.643 2.439
C19 1.637 3.325 2.097
C20 1.092 2.138 1.750
N4 -0.153 1.765 1.345
C21 -1.066 2.864 0.999
C22 -2.539 2.418 0.937
H1 -2.398 0.296 0.722
H2 -3.930 0.955 0.204
H3 -1.369 1.499 -1.381
H4 -3.032 1.806 -1.877
H5 -2.114 -0.236 -2.948
H6 -3.485 -0.649 -1.888
H7 -2.448 -2.621 -2.951
H8 -2.982 -4.857 -3.052
H9 -2.805 -6.443 -1.316
H10 -1.355 -6.314 0.521
H11 0.147 -4.724 1.017
H12 1.112 -3.407 2.145
H13 0.952 -1.744 2.554
H14 2.973 -3.023 0.699
H15 3.253 -2.157 2.178
H16 2.874 -1.179 -0.610
H17 3.980 -0.610 0.604
H18 2.601 -0.332 3.359
H19 4.061 1.222 4.498
H20 4.854 3.234 3.335
H21 3.325 4.635 2.135
H22 0.987 4.193 2.078
H23 -0.796 3.305 0.031
H24 -1.048 3.687 1.726
H25 -3.131 3.238 0.511
H26 -2.902 2.285 1.965
N5 0.427 0.753 -3.884
C23 0.243 0.356 -2.590
N6 0.478 1.332 -1.744
C24 0.831 2.407 -2.523
C25 1.186 3.711 -2.149
C26 1.507 4.634 -3.152
C27 1.474 4.267 -4.500
C28 1.121 2.971 -4.894
C29 0.807 2.071 -3.873
H27 0.306 0.177 -4.704
H28 -0.061 -0.649 -2.329
H29 1.210 3.988 -1.101
H30 1.785 5.649 -2.875
H31 1.728 5.004 -5.260
H32 1.096 2.688 -5.940
H33 -1.569 -0.313 1.135

LUMO energy = -2.977 eV
net charge = +1
E_tot = -40847.4678 eV

Results of the Löwdin charge analysis, in e, for atoms 1 through 4:
1 Hf 1.6044
2 C -0.2670
3 C -0.1948
4 C -0.2119